[1]
48
Properties=species:S:1:pos:R:3 method="wB97M-V/def2-TZVPD" orbital_gap_ev=7.480 relative_energy_kj_mol=0.0
C -2.816 1.342 1.799
C -3.386 0.296 0.877
C -4.773 0.190 0.824
C -5.411 -0.732 0.020
C -4.652 -1.602 -0.744
C -3.276 -1.526 -0.681
C -2.624 -0.578 0.102
C -1.114 -0.563 0.113
N -0.385 0.136 -0.975
C -0.506 1.597 -0.926
C -0.495 -0.402 -2.315
I 1.275 0.285 -3.519
O -0.530 -1.812 -2.225
N 0.658 -2.452 -1.950
O 0.472 -3.516 -1.496
C -1.723 0.032 -3.206
O -2.504 0.789 -2.626
O -1.694 -0.476 -4.330
H -3.496 1.495 2.631
H -2.671 2.292 1.290
H -1.868 1.044 2.238
H -5.372 0.849 1.436
H -6.488 -0.785 -0.011
H -5.099 -2.337 -1.393
H -2.686 -2.202 -1.278
H -0.800 -0.069 1.031
H -0.765 -1.589 0.194
H -0.579 2.015 -1.918
H -1.389 1.904 -0.382
H 0.369 2.033 -0.446
C 4.844 -0.126 0.054
C 3.447 0.470 -0.039
C 3.056 1.346 1.148
O 2.786 0.578 2.303
C 3.885 0.337 3.176
N 2.440 -0.621 -0.115
H 4.899 -0.925 0.793
H 5.146 -0.546 -0.906
H 5.567 0.642 0.322
H 3.323 1.004 -0.981
H 2.128 1.863 0.913
H 3.818 2.106 1.334
H 4.625 1.137 3.110
H 4.365 -0.619 2.958
H 3.493 0.298 4.190
H 2.714 -1.349 -0.771
H 1.471 -0.235 -0.438
H 2.321 -1.021 0.817

***

[2]
16
Properties=species:S:1:pos:R:3 method="wB97M-V/def2-TZVPD" orbital_gap_ev="7.649 / 7.206" relative_energy_kj_mol=389.7
C -1.008 1.060 0.872
C -0.160 0.537 -1.548
C -0.342 -1.834 0.359
C 0.064 0.408 -0.062
N 1.304 0.369 0.473
P 2.740 0.152 -0.182
H -1.517 0.227 1.527
H -0.726 1.749 1.650
H -1.881 1.437 0.193
H -1.120 0.161 -2.027
H 0.615 -0.003 -2.010
H 0.015 1.558 -1.597
H -1.421 -2.197 0.039
H 0.411 -2.559 -0.077
H -0.349 -1.538 1.433
H 3.374 0.474 0.956

***

[3]
9
Properties=species:S:1:pos:R:3 method="wB97M-V/def2-TZVPD" orbital_gap_ev="5.346 / 6.919" charge=-1 relative_energy_kj_mol=143.9 spin_multiplicity=3
C -1.654 0.770 0.728
O -0.182 -1.139 -0.340
O 1.424 0.799 0.146
O -2.511 0.442 1.501
P 1.097 -0.441 -0.579
I 2.959 -2.036 -0.192
H 1.362 -0.298 -1.945
H -0.624 0.976 1.025
H -1.870 0.927 -0.344

***

[4]
79
Properties=species:S:1:pos:R:3 method="wB97M-V/def2-TZVPD" orbital_gap_ev=5.250 charge=-1
O 2.535 3.439 -0.008
C 1.816 2.537 -0.129
Co 0.793 1.161 -0.441
C 0.990 -0.088 0.738
O 1.016 -0.839 1.635
C -0.501 2.179 0.150
O -1.177 3.038 0.549
C 0.731 0.564 -2.146
C 1.986 0.432 -1.524
C 3.313 0.410 -1.807
C 4.300 -0.555 -1.431
C 5.670 -0.263 -1.658
C 6.655 -1.076 -1.113
C 6.309 -2.266 -0.450
C 4.961 -2.598 -0.280
C 3.970 -1.765 -0.769
Co -0.757 -0.433 -1.538
C -0.380 -1.884 -0.690
O -0.208 -2.914 -0.175
C -1.082 -0.985 -3.144
O -1.313 -1.369 -4.214
P -2.683 0.226 -1.015
C -3.219 0.457 0.741
C -4.555 0.749 1.060
C -4.947 0.937 2.391
C -4.017 0.786 3.426
C -2.706 0.426 3.119
C -2.317 0.239 1.789
C -3.157 1.797 -1.869
C -3.665 2.900 -1.170
C -4.049 4.061 -1.855
C -3.888 4.145 -3.242
C -3.348 3.064 -3.940
C -2.965 1.903 -3.257
C -4.008 -0.946 -1.556
C -5.094 -0.570 -2.361
C -6.104 -1.496 -2.657
C -6.030 -2.801 -2.166
C -4.933 -3.189 -1.394
C -3.920 -2.271 -1.100
H 0.595 1.031 -3.135
H 3.645 1.234 -2.449
H 5.902 0.643 -2.227
H 7.700 -0.775 -1.199
H 7.086 -2.911 -0.042
H 4.670 -3.511 0.239
H 2.913 -2.030 -0.689
H -5.296 0.845 0.263
H -5.978 1.205 2.621
H -4.319 0.929 4.468
H -1.972 0.288 3.918
H -1.296 -0.095 1.572
H -3.816 2.850 -0.095
H -4.479 4.893 -1.299
H -4.171 5.059 -3.772
H -3.234 3.113 -5.022
H -2.547 1.068 -3.819
H -5.174 0.451 -2.732
H -6.955 -1.185 -3.263
H -6.820 -3.518 -2.393
H -4.865 -4.205 -1.006
H -3.074 -2.580 -0.483
C 4.442 1.191 1.844
C 4.632 0.964 3.349
N 4.071 -0.347 3.479
C 4.006 -1.319 4.532
C 3.390 -2.528 3.829
N 3.170 -2.075 2.474
C 3.594 -0.786 2.295
N 3.672 0.076 1.291
H 3.917 2.140 1.688
H 5.422 1.288 1.353
H 5.682 0.969 3.654
H 4.073 1.687 3.955
H 5.005 -1.539 4.919
H 3.394 -0.959 5.366
H 4.090 -3.372 3.842
H 2.446 -2.834 4.293
H 2.460 -2.496 1.881

***

[5]
17
Properties=species:S:1:pos:R:3 method="wB97M-V/def2-TZVPD" orbital_gap_ev="10.559 / 7.008" relative_energy_kj_mol=78.9 spin_multiplicity=2
C 0.077 -2.112 0.168
C -0.823 -1.063 -0.588
C -0.413 0.341 -0.231
S 1.382 0.622 -0.629
H 1.105 -1.664 0.070
H 0.008 -3.075 -0.410
H -0.318 -2.350 1.226
H -0.432 -1.016 -1.633
H -1.897 -1.170 -0.485
H -0.651 0.655 0.835
H -0.929 1.019 -0.916
H -0.687 3.228 -1.486
H -0.862 4.498 -0.721
O -1.340 3.996 -1.362
H 2.433 -1.160 1.860
H 1.487 -0.048 1.843
O 1.860 -0.700 2.461

***

[6]
8
Properties=species:S:1:pos:R:3 method="wB97M-V/def2-TZVPD" orbital_gap_ev="7.025 / 7.034" smiles="[H]/P=C/C=P/[H]" relative_energy_kj_mol=125.0
H 2.747 -1.081 0.016
P 2.114 0.161 0.000
C 0.477 -0.517 -0.048
C -0.565 0.443 0.040
P -2.223 -0.060 -0.013
H -2.631 1.285 -0.019
H 0.183 -1.622 0.032
H -0.102 1.392 -0.008

***

[7]
76
Properties=species:S:1:pos:R:3 method="wB97M-V/def2-TZVPD" orbital_gap_ev="7.651 / 4.283" relative_energy_kj_mol=262.6 spin_multiplicity=5
C 2.654 -2.621 -1.420
C 2.315 -1.684 -2.533
H 2.062 -3.541 -1.509
H 2.500 -2.203 -0.419
H 3.712 -2.904 -1.538
C 2.403 -2.080 -3.817
C 2.546 -3.481 -4.280
H 2.451 -1.324 -4.611
H 1.945 -4.184 -3.689
H 3.586 -3.830 -4.260
H 2.193 -3.510 -5.317
Co 2.040 0.968 0.306
Cl 2.223 -0.391 2.018
Cl 3.483 2.395 -0.347
C 0.722 3.328 1.374
O 0.633 2.094 1.125
N -0.309 3.993 1.897
C -1.600 3.323 2.095
C -0.303 5.454 1.883
H 1.645 3.902 1.171
H -1.530 2.433 2.732
H -2.045 3.025 1.136
H -2.246 4.064 2.567
H 0.614 5.824 2.364
H -1.189 5.784 2.434
H -0.332 5.838 0.847
H -0.163 -3.462 3.394
H -1.263 -4.438 1.100
C -1.157 -3.806 3.724
C -2.253 -4.350 1.566
N -2.170 -3.483 2.730
H -1.399 -3.298 4.665
C -3.095 -2.510 2.912
O -3.975 -2.200 2.119
H -2.971 -3.931 0.858
H -2.975 -1.957 3.871
H -1.123 -4.896 3.862
H -2.575 -5.359 1.864
O 1.292 -0.032 -1.048
C 2.098 -0.208 -2.202
C 0.643 0.193 -4.264
C 1.583 0.653 -3.342
H 0.311 -0.851 -4.215
C 0.191 1.056 -5.272
H 3.115 0.180 -2.006
C 2.104 1.944 -3.436
H -0.543 0.688 -5.987
C 0.708 2.351 -5.358
C 1.682 2.787 -4.458
H 2.847 2.260 -2.695
H 0.371 3.002 -6.162
H 2.134 3.779 -4.546
Si -0.993 -0.379 -1.412
Cl -0.960 -2.446 -1.780
C -2.241 -0.226 -2.907
C -0.880 1.594 -1.594
C -1.441 -0.349 0.443
H -2.396 0.778 -3.331
H -3.196 -0.590 -2.503
H -1.968 -0.863 -3.761
H -2.022 -1.254 0.688
H -2.078 0.525 0.674
H -0.560 -0.323 1.120
H -0.715 1.907 -2.636
H -0.125 2.099 -0.964
H -1.877 1.974 -1.268
N 0.710 0.845 4.909
C -0.218 0.044 5.762
C -1.414 -0.274 4.844
O -2.141 -1.236 5.205
O -1.511 0.473 3.831
H 1.333 0.262 4.316
H 1.276 1.473 5.490
H 0.097 1.364 4.248
H 0.276 -0.853 6.143
H -0.548 0.668 6.600

***

[8]
37
Properties=species:S:1:pos:R:3 method="wB97M-V/def2-TZVPD" orbital_gap_ev=9.803 charge=-1 relative_energy_kj_mol=0.0
K 0.265 -1.327 -1.822
B 0.817 -1.935 -5.323
F 0.510 -3.018 -4.480
F -0.311 -1.601 -6.106
F 1.110 -0.816 -4.491
F 1.914 -2.230 -6.145
B 2.445 -4.029 -0.591
F 1.095 -4.446 -0.433
F 3.091 -4.828 -1.525
F 2.429 -2.671 -1.006
F 3.090 -4.095 0.669
C 0.897 -2.836 4.349
C 0.469 -1.428 3.969
C 1.590 -0.375 3.961
O 1.649 0.070 2.619
C 0.808 -0.676 1.870
O 0.834 -0.742 0.692
O -0.048 -1.379 2.652
H 1.569 -3.280 3.609
H 0.034 -3.504 4.412
H 1.374 -2.877 5.330
H -0.296 -1.162 4.707
H 2.535 -0.753 4.350
H 1.313 0.438 4.638
C -2.888 4.772 -0.077
C -2.834 3.886 -1.317
C -1.614 4.142 -2.227
O -0.885 2.929 -2.185
C -1.550 2.011 -1.471
O -1.195 0.884 -1.312
O -2.683 2.528 -0.937
H -3.909 4.726 0.316
H -2.736 5.812 -0.363
H -2.229 4.401 0.703
H -3.740 4.074 -1.895
H -1.031 4.994 -1.878
H -1.893 4.339 -3.262

***

[9]
8
Properties=species:S:1:pos:R:3 method="wB97M-V/def2-TZVPD" orbital_gap_ev="7.519 / 7.313" relative_energy_kj_mol=0.0
C -0.705 0.170 -1.129
C 0.530 -0.152 1.008
Cl -2.211 0.461 -0.471
Cl 0.226 1.564 -1.650
Cl 1.987 0.642 0.574
Cl 0.843 -1.818 1.101
I -0.236 -1.689 -2.124
I -0.433 0.822 2.691